i.
Density functional theory data (the ωB97M-V functional and the def2-TZVPD basis) for a cluster of 17 separate species, H33O17 in total.

The geometry in XYZ format:
```
50
Properties=species:S:1:pos:R:3
O -4.005 -2.281 -1.219
H -4.261 -1.433 -1.415
H -3.361 -2.328 -0.626
O 1.151 0.569 1.856
H 0.265 0.893 1.486
H 1.489 0.257 0.945
O 3.425 2.426 -2.058
H 3.052 1.684 -1.602
H 3.670 2.154 -2.905
O -2.744 4.771 -0.423
H -2.128 4.767 -1.291
H -3.724 4.397 -0.697
O 0.781 -1.571 -3.619
H -0.073 -2.080 -3.674
O 2.396 2.288 5.685
H 1.935 1.625 4.930
H 2.674 2.886 4.844
O -0.183 3.717 -0.974
H 0.758 3.704 -0.738
H -0.775 3.221 -0.450
O -1.354 0.701 1.234
H -0.890 -0.060 0.655
H 0.705 -1.202 -2.743
O 3.359 -1.199 3.221
H 2.895 -0.703 2.441
H 2.594 -1.020 3.854
O 3.601 -3.020 -4.171
H 3.557 -3.558 -3.461
H 2.709 -2.555 -3.945
O -0.143 -5.331 1.367
H 0.093 -4.467 1.676
H -0.821 -5.442 0.888
O -3.628 1.932 -1.371
H -3.392 1.643 -2.208
H -3.140 2.694 -1.047
O -2.157 -1.663 -3.475
H -2.309 -2.579 -3.509
H -1.653 -1.199 -2.708
O -0.024 1.025 4.387
H -0.029 0.191 4.231
H -0.039 1.705 3.664
O 2.482 -0.340 -1.460
H 2.879 -0.795 -2.131
H -2.147 1.020 0.753
O 0.019 -0.525 -1.257
H -0.334 0.338 -0.987
H 1.425 -0.336 -1.476
O -1.797 -1.790 3.429
H -1.140 -2.265 2.962
H -1.658 -0.866 3.133
```

Computed properties:
HOMO level   -7.1637 eV
Total charge   -1
Kohn-Sham gap   9.0 eV

---

ii.
Density functional theory data (the ωB97M-V functional and the def2-TZVPD basis) for a cluster of 17 separate species, H33O17 in total.

The geometry in XYZ format:
```
50
Properties=species:S:1:pos:R:3
O -3.270 0.252 -0.240
H -2.497 0.112 -0.756
H -3.591 1.152 -0.349
O 3.237 1.335 4.656
H 2.356 1.421 4.244
H 3.264 0.433 4.969
O -2.290 4.368 1.715
H -1.483 3.992 1.358
H -2.250 4.730 2.598
O 3.881 -2.011 1.506
H 3.119 -1.304 1.512
H 3.383 -2.788 1.272
O 4.812 0.275 -4.270
H 2.283 0.657 0.917
O 0.309 -0.072 -2.128
H -2.886 -3.708 3.598
H -0.267 -0.804 -1.911
O -4.647 2.610 -0.310
H -0.324 1.434 2.568
H -3.972 3.040 0.258
O 4.936 -1.370 -0.971
H 4.722 -0.434 -1.119
H 4.913 0.146 -3.326
O 0.534 1.564 2.949
H -5.410 3.180 -0.476
H 0.891 0.568 0.313
O 2.200 -0.213 2.076
H 3.026 -0.206 2.608
H 1.255 0.885 2.719
O -4.182 -1.063 2.173
H -3.281 -0.775 2.023
H 2.423 0.382 -2.717
O 1.775 0.762 -0.014
H -2.930 -0.522 -3.501
H 1.028 -0.940 -4.839
O 2.594 1.250 -3.107
H 2.604 1.850 -2.362
H 3.943 0.195 -4.630
O -5.746 -1.565 0.065
H -5.126 -0.938 -0.313
H -5.646 -1.671 0.991
O -2.091 -4.242 3.662
H -1.984 -4.584 2.763
H 4.186 -1.720 -0.462
O 0.792 -1.817 -5.151
H -4.266 -2.016 2.276
H -0.115 -2.008 -4.897
O -2.462 -0.059 -2.812
H -1.604 0.071 -3.214
H 0.866 0.297 -1.407
```

Computed properties:
HOMO level   -6.7364 eV
Total charge   -1
Kohn-Sham gap   8.8 eV

---

iii.
Density functional theory data (the ωB97M-V functional and the def2-TZVPD basis) for a cluster of 17 separate species, H33O17 in total.

The geometry in XYZ format:
```
50
Properties=species:S:1:pos:R:3
O 1.602 0.022 -5.537
H 0.850 0.552 -5.904
H 1.498 -0.152 -4.691
O -1.211 1.580 -2.156
H -1.123 2.354 -1.798
H 0.298 0.964 -2.129
O -5.235 1.656 2.223
H -4.471 1.105 2.065
H -5.997 1.522 1.685
O -2.159 -0.363 -1.082
H -2.064 0.494 -1.701
H -1.353 -0.218 -0.674
O -0.815 0.970 -4.560
H -1.209 0.908 -3.626
O -1.418 -0.234 5.724
H -0.599 -0.301 5.350
H -1.996 -0.413 5.017
O 2.356 -0.592 4.149
H 2.558 -1.070 3.304
H 2.283 0.331 4.015
O 1.127 0.470 -2.126
H 1.493 0.232 -2.907
H -0.590 1.923 -4.565
O 2.105 -2.313 -2.831
H 1.256 -2.034 -2.430
H 2.686 -1.593 -2.442
O -1.482 -1.595 1.172
H -1.142 -0.864 0.744
H -2.295 -1.984 1.026
O -0.464 -1.828 -2.609
H -1.347 -1.797 -2.117
H -0.283 -0.938 -2.978
O 1.251 2.064 0.582
H 2.139 2.337 0.829
H 1.604 1.944 -0.407
O 2.901 -0.768 -0.280
H 2.652 -1.623 -0.456
H 2.491 -0.511 0.554
O 0.267 1.987 5.280
H 0.068 1.678 4.525
H 0.057 1.349 5.989
O -0.849 -3.830 -4.114
H -0.585 -3.174 -3.490
H -0.994 -3.208 -4.852
O -1.467 0.633 3.367
H -1.459 1.496 2.845
H -2.350 0.788 3.528
O 3.498 1.645 2.814
H 3.853 2.096 3.532
H 4.019 1.747 2.021
```

Computed properties:
HOMO level   -6.5828 eV
Total charge   -1
Kohn-Sham gap   8.7 eV

---

iv.
Density functional theory data (the ωB97M-V functional and the def2-TZVPD basis) for a cluster of 17 separate species, H33O17 in total.

The geometry in XYZ format:
```
50
Properties=species:S:1:pos:R:3
O 3.574 -1.717 -3.308
H 4.137 -1.190 -3.857
H 3.258 -1.022 -2.747
O -0.497 -0.043 2.171
H -0.943 -0.485 1.453
H -0.293 0.866 1.927
O -3.517 3.307 0.652
H -2.682 2.782 0.582
H -3.377 3.946 -0.054
O -3.657 -3.273 -3.464
H -3.747 -2.890 -4.334
H -2.743 -3.185 -3.209
O 0.984 3.774 -1.235
H 0.563 4.267 -1.940
O -2.820 -2.719 3.700
H -2.823 -3.654 3.734
H -2.001 -2.236 3.753
O -3.498 0.172 -0.777
H -2.762 0.041 -0.191
H -3.616 1.128 -0.700
O -0.183 -1.847 -0.422
H 0.259 -1.007 -0.638
H 0.769 2.830 -1.338
O -0.599 -0.214 4.814
H -1.175 0.525 4.627
H -0.365 -0.687 4.013
O 2.813 4.849 0.518
H 2.704 3.907 0.403
H 2.212 5.336 -0.033
O 4.240 -0.257 1.437
H 4.457 0.468 2.020
H 4.222 -0.041 0.504
O -1.016 -2.717 -3.626
H -0.425 -3.444 -3.855
H -0.389 -2.019 -3.400
O 2.455 1.278 -2.534
H 2.119 1.447 -3.423
H 1.614 1.443 -2.027
O -0.276 -3.345 3.061
H 0.539 -2.861 2.879
H -0.504 -3.634 2.191
O -0.920 2.720 0.565
H -0.399 3.342 1.056
H -1.102 -1.612 -0.549
O 0.179 1.071 -1.057
H -0.655 1.326 -1.475
H -0.413 2.006 -0.007
O 2.128 -2.593 1.563
H 2.756 -1.859 1.576
H 1.415 -2.281 0.999
```

Computed properties:
HOMO level   -7.3471 eV
Total charge   -1
Kohn-Sham gap   9.6 eV

---

Stability, lowest: iii

---

i.
Density functional theory data (the ωB97M-V functional and the def2-TZVPD basis) for an isolated molecule of C4H6N2O2.

The geometry in XYZ format:
```
14
Properties=species:S:1:pos:R:3
O -0.511 1.433 1.799
C -0.877 0.712 0.704
O -1.772 -0.313 1.098
N 0.136 0.110 -0.167
C 1.178 -0.700 0.172
C 1.841 -0.949 -0.981
N 1.154 -0.480 -2.088
C 0.113 0.052 -1.597
H -0.742 0.942 2.638
H -1.329 1.333 -0.089
H -2.650 -0.244 0.728
H 1.421 -0.702 1.235
H 2.788 -1.566 -1.291
H -0.751 0.372 -2.162
```

Computed properties:
HOMO level   -8.8078 eV
Kohn-Sham gap   9.3 eV

---

ii.
Density functional theory data (the ωB97M-V functional and the def2-TZVPD basis) for a structure of composition C4H6N2O2.

The geometry in XYZ format:
```
14
Properties=species:S:1:pos:R:3
C 0.418 -0.068 0.694
C -0.223 -0.892 -0.430
C -0.301 -0.172 -1.480
C 0.347 1.230 -0.036
H 0.737 -0.924 2.403
H -0.771 -0.596 1.989
H -0.661 -2.587 -1.260
H -0.128 -0.624 -2.600
H 0.338 1.802 -2.080
H 0.451 1.624 1.627
N 0.242 -0.115 2.065
N 0.126 1.081 -1.310
O -0.695 -2.184 -0.296
O 0.119 2.424 0.715
```

Computed properties:
HOMO level   -7.7061 eV
Kohn-Sham gap   8.4 eV

---

Stability, lowest: ii

---

i.
Density functional theory data (the ωB97M-V functional and the def2-TZVPD basis) for a cluster of 2 separate species, C4H6N2O2 in total.

The geometry in XYZ format:
```
14
Properties=species:S:1:pos:R:3
C -1.259 -1.417 0.500
N -0.315 -0.844 1.198
C 0.698 -0.177 0.642
O 1.453 0.587 1.490
C 0.871 0.063 -0.717
O 1.866 0.845 -1.179
H -2.059 -1.881 1.063
H -1.070 -1.903 -0.458
H 1.024 0.564 2.356
H 0.587 -0.691 -1.438
H 2.202 1.393 -0.454
C -1.171 1.092 -1.030
N -1.165 2.145 -1.505
H -1.663 0.223 -0.467
```

Computed properties:
HOMO level (spin up / spin down)   -8.4734 / -8.4738 eV
Kohn-Sham gap (spin up / spin down)   8.0 / 8.0 eV

---

ii.
Density functional theory data (the ωB97M-V functional and the def2-TZVPD basis) for an isolated molecule of C4H6N2O2.

The geometry in XYZ format:
```
14
Properties=species:S:1:pos:R:3
O 2.649 -0.045 -0.382
C 1.553 0.160 0.361
C 0.281 0.530 -0.281
N -0.824 1.278 0.123
N -2.013 0.621 -0.133
C -1.827 -0.664 -0.189
O -0.680 -1.525 -0.085
C 0.258 -0.747 0.573
H 2.651 -0.969 -0.946
H 1.979 0.703 1.303
H -0.031 0.197 -1.366
H -0.953 2.208 -0.234
H -2.730 -1.293 -0.289
H -0.313 -0.453 1.546
```

Computed properties:
HOMO level   -8.7136 eV
Kohn-Sham gap   9.3 eV

---

Stability, lowest: ii

---

i.
Density functional theory data (the ωB97M-V functional and the def2-TZVPD basis) for an isolated molecule of C4H6N2O2.

The geometry in XYZ format:
```
14
Properties=species:S:1:pos:R:3
C -0.290 1.429 -1.118
N 0.652 0.656 -1.525
O 0.712 -0.550 -0.905
C 0.176 -0.584 0.331
C 0.471 -1.693 1.237
C 0.910 -0.235 1.579
O -1.234 -0.212 0.204
N -1.225 1.211 -0.067
H -0.259 2.414 -1.605
H -0.520 -2.061 1.546
H 1.250 -2.375 0.911
H 2.001 -0.153 1.607
H 0.299 0.246 2.358
H -2.184 1.450 -0.244
```

Computed properties:
HOMO level   -8.9140 eV
Kohn-Sham gap   9.8 eV

---

ii.
Density functional theory data (the ωB97M-V functional and the def2-TZVPD basis) for an isolated molecule of C4H6N2O2.

The geometry in XYZ format:
```
14
Properties=species:S:1:pos:R:3
C 0.125 1.927 0.259
C 0.446 -0.950 -0.300
C 1.680 0.135 -0.248
C -0.708 -0.687 0.592
N 1.233 1.513 -0.055
N -1.908 -0.323 -0.040
O -2.843 0.024 0.703
O -1.948 -0.252 -1.264
H -0.633 2.608 0.507
H -0.031 -0.911 -1.222
H 0.885 -1.838 -0.063
H 2.306 -0.224 0.618
H 2.125 0.020 -1.181
H -0.729 -1.041 1.694
```

Computed properties:
HOMO level (spin up / spin down)   -8.3344 / -7.9150 eV
Kohn-Sham gap (spin up / spin down)   7.7 / 6.8 eV

---

iii.
Density functional theory data (the ωB97M-V functional and the def2-TZVPD basis) for an isolated molecule of C4H6N2O2.

The geometry in XYZ format:
```
14
Properties=species:S:1:pos:R:3
C -2.067 -1.453 0.369
O -0.699 -1.115 -0.059
C -0.463 0.161 0.052
O -1.151 1.072 0.427
N 0.906 0.333 -0.354
C 1.469 1.707 -0.149
C 1.765 -0.584 -0.653
N 2.492 -1.423 -0.918
H -2.788 -0.783 -0.059
H -2.008 -1.456 1.381
H -2.173 -2.558 0.070
H 1.123 2.499 -0.840
H 1.046 1.981 0.878
H 2.548 1.617 -0.147
```

Computed properties:
HOMO level   -9.9514 eV
Kohn-Sham gap   10.6 eV

---

Stability, lowest: ii